{"formula": "C31H49NO4P2Tl", "method": "ωB97M-V with the def2-TZVPD basis set", "elements": ["Tl", "C", "C", "C", "C", "C", "C", "H", "H", "H", "C", "H", "H", "H", "C", "H", "H", "H", "C", "H", "H", "H", "C", "H", "H", "H", "C", "C", "C", "C", "C", "C", "C", "C", "H", "H", "H", "H", "H", "H", "H", "H", "H", "H", "H", "H", "P", "C", "H", "H", "H", "C", "H", "H", "H", "C", "H", "H", "H", "P", "C", "H", "H", "H", "C", "H", "H", "H", "C", "H", "H", "H", "O", "C", "O", "C", "C", "C", "C", "C", "C", "N", "O", "O", "H", "H", "H", "H"], "xyz": [[0.0000, 0.0000, 0.0000], [-1.6343, 1.5906, 0.0949], [-1.9991, 0.6246, -0.9358], [-1.8850, -0.6087, 1.0580], [-1.6353, 0.8324, 1.3428], [-2.1496, -0.7345, -0.3678], [-1.7289, 3.1230, -0.0264], [-1.3977, 3.4677, -1.0052], [-1.1235, 3.6314, 0.7192], [-2.7592, 3.4516, 0.1084], [-1.6362, 1.4346, 2.7598], [-1.4472, 2.5051, 2.7583], [-0.9101, 0.9599, 3.4158], [-2.6144, 1.2917, 3.2179], [-2.1452, -1.6842, 2.1268], [-3.2094, -1.7555, 2.3493], [-1.6281, -1.4556, 3.0583], [-1.8053, -2.6641, 1.7994], [-3.0821, -1.8791, -0.8468], [-4.1106, -1.6148, -0.6007], [-2.8804, -2.8072, -0.3154], [-3.0854, -2.1154, -1.9047], [-2.8714, 1.1658, -2.0926], [-3.7958, 1.5575, -1.6680], [-3.2030, 0.4085, -2.7987], [-2.4195, 2.0036, -2.6153], [1.5404, 0.3950, -3.4194], [0.5223, 1.2642, -3.5716], [-0.0568, 1.6293, -4.9220], [-0.9173, 0.4799, -5.4710], [-0.9604, -0.7475, -4.5440], [0.0595, -1.5880, -4.4667], [1.3772, -1.3784, -5.2144], [2.2447, -0.2786, -4.5858], [0.7504, 1.8590, -5.6180], [-0.5124, 0.1787, -6.4362], [-0.6230, 2.5569, -4.8392], [2.5106, 0.4668, -5.3356], [1.9523, 0.0367, -2.5048], [0.0016, 1.7667, -2.7992], [3.1990, -0.6796, -4.2447], [1.9123, -2.3201, -5.3241], [-0.0686, -2.5793, -4.1086], [1.1672, -1.1125, -6.2491], [-1.9139, 0.8076, -5.7562], [-1.9127, -1.0779, -4.2265], [1.6241, 1.6550, 0.5568], [1.3842, 2.5912, 2.1938], [2.2562, 3.2057, 2.4155], [1.2451, 1.9264, 3.0428], [0.5342, 3.2639, 2.1333], [3.4486, 1.2325, 0.8469], [3.9902, 2.0834, 1.2595], [3.9322, 0.9529, -0.0885], [3.5396, 0.3995, 1.5435], [1.9583, 3.2791, -0.3816], [2.4569, 3.0871, -1.3313], [2.6127, 3.9349, 0.1923], [1.0304, 3.8161, -0.5732], [0.9116, -2.1330, -0.2588], [-0.1992, -3.6543, -0.6212], [0.3980, -4.4789, -1.0116], [-0.9925, -3.4491, -1.3321], [-0.7205, -4.0075, 0.2682], [2.6357, -2.6126, -0.9172], [2.6147, -2.8155, -1.9772], [3.0371, -3.5259, -0.4797], [3.3526, -1.8175, -0.7156], [1.3819, -3.1716, 1.2993], [1.6039, -4.2140, 1.0661], [0.5716, -3.1801, 2.0290], [2.2769, -2.7760, 1.7812], [2.5527, -0.8940, 2.9388], [1.3008, -0.7056, 3.2399], [0.4181, -0.4252, 2.2611], [0.9878, -0.6406, 4.7314], [-0.3036, -0.5499, 5.3100], [-0.4916, -0.4297, 6.6871], [0.5979, -0.3947, 7.5620], [1.8881, -0.5008, 7.0187], [2.0774, -0.6253, 5.6356], [0.3950, -0.2454, 8.9696], [-0.7075, -0.1466, 9.4176], [1.3282, -0.1971, 9.7132], [-1.2118, -0.5535, 4.7664], [-1.5037, -0.3522, 7.0670], [2.7568, -0.4756, 7.6639], [3.0970, -0.6840, 5.2789]], "mulliken_charge": [2.040, -0.057, 1.524, 0.640, 0.922, 0.290, -1.772, 0.391, 0.398, 0.332, -1.077, 0.410, -0.022, 0.323, -0.762, 0.368, -0.173, 0.163, -1.977, 0.399, 0.444, 0.354, -1.948, 0.428, 0.456, 0.259, 0.116, 0.011, -1.234, -1.146, -0.386, -0.446, -0.888, -1.202, 0.442, 0.412, 0.382, 0.403, 0.449, 0.410, 0.365, 0.412, 0.538, 0.384, 0.332, 0.758, 0.734, -1.171, 0.633, 0.009, 0.308, -1.210, 0.481, 0.382, 0.217, -1.338, 0.402, 0.482, 0.315, 0.951, -1.576, 0.488, 0.285, 0.429, -1.304, 0.382, 0.503, 0.283, -1.798, 0.695, 0.275, 0.415, -0.890, -1.141, 0.008, 1.030, 0.286, -1.069, -0.307, -0.551, -0.997, 1.018, -0.614, -0.613, 0.651, 0.485, 0.487, 0.477], "total_charge": 1, "homo_lumo_gap_ev": 7.96, "de_lowest_kcal_mol": 47.4, "spin_multiplicity": 1}



{"formula": "C31H50P2Re", "method": "ωB97M-V with the def2-TZVPD basis set", "elements": ["Re", "C", "C", "C", "C", "C", "C", "H", "H", "H", "C", "H", "H", "H", "C", "H", "H", "H", "C", "H", "H", "H", "C", "H", "H", "H", "C", "C", "C", "C", "C", "C", "C", "C", "H", "H", "H", "H", "H", "H", "H", "H", "H", "H", "H", "H", "P", "P", "C", "C", "H", "H", "H", "H", "C", "H", "H", "H", "C", "H", "H", "H", "C", "H", "H", "H", "C", "H", "H", "H", "C", "C", "C", "C", "C", "C", "C", "H", "H", "H", "H", "H", "H", "H"], "xyz": [[0.2609, 0.1622, -1.0566], [0.2572, 1.7706, -2.4177], [-0.1480, 0.5460, -3.0549], [-1.7197, 1.0975, -1.4316], [-0.6877, 2.0784, -1.3814], [-1.3626, 0.1115, -2.4067], [1.3898, 2.6669, -2.8013], [2.1020, 2.1367, -3.4406], [1.9188, 3.0441, -1.9132], [1.0327, 3.5526, -3.3491], [-0.8401, 3.4817, -0.8615], [0.0140, 3.7814, -0.2491], [-1.7432, 3.6222, -0.2638], [-0.9220, 4.1913, -1.7008], [-3.1431, 1.3485, -0.9944], [-3.8527, 1.3837, -1.8416], [-3.2799, 2.2948, -0.4607], [-3.4782, 0.5512, -0.3301], [-2.3025, -0.9122, -2.9682], [-2.8618, -0.4717, -3.8072], [-3.0424, -1.2346, -2.2293], [-1.7562, -1.7764, -3.3502], [0.5087, -0.1155, -4.2051], [0.0237, 0.1624, -5.1504], [0.4386, -1.2037, -4.0985], [1.5674, 0.1594, -4.2464], [3.3143, -1.0487, 1.5427], [3.9021, -0.6673, 0.2241], [4.4877, -1.7907, -0.6338], [3.4378, -2.6747, -1.3825], [2.0342, -2.2269, -1.1364], [1.5411, -2.2886, 0.2004], [2.2559, -3.2752, 1.1818], [3.3556, -2.5255, 1.9244], [5.2030, -2.4137, -0.0649], [3.5939, -3.7373, -1.0930], [5.0945, -1.2997, -1.4010], [4.3546, -2.9025, 1.6842], [3.8247, -0.5004, 2.3657], [4.6949, 0.1058, 0.4233], [3.2406, -2.6956, 3.0114], [1.5269, -3.6613, 1.9121], [0.5290, -2.6718, 0.2841], [2.6876, -4.1573, 0.6932], [3.6857, -2.6236, -2.4536], [1.3826, -2.2142, -2.0253], [1.6557, -0.4624, 1.1626], [-1.5876, -1.6980, 0.4492], [0.6010, -1.1578, 2.4778], [-0.7644, -1.7688, 2.1435], [0.5314, -0.3671, 3.2288], [1.2263, -1.9414, 2.8959], [-0.7000, -2.8338, 2.4387], [-1.4613, -1.2586, 2.7975], [-3.3717, -1.8357, 0.7973], [-3.9130, -1.1623, 0.1294], [-3.6176, -1.5646, 1.8288], [-3.7296, -2.8562, 0.6111], [-1.4162, -3.2504, -0.5959], [-1.5975, -4.1430, -0.0008], [-0.4500, -3.3250, -1.0881], [-2.1477, -3.1775, -1.3977], [2.1269, 1.2977, 1.8178], [2.0119, 2.0614, 1.0468], [3.1710, 1.3349, 2.1505], [1.4846, 1.5704, 2.6554], [2.6791, 0.2699, -0.7038], [1.9093, 0.8099, -1.4323], [3.0980, -0.3116, -1.5424], [3.1757, 1.2300, -0.4968], [-0.8602, 1.8536, 1.9166], [-2.1289, 2.3574, 2.2138], [-3.2557, 1.4637, 2.3182], [-4.5076, 1.9648, 2.5984], [-4.6884, 3.3427, 2.7979], [-3.6039, 4.2327, 2.6893], [-2.3417, 3.7737, 2.3668], [-0.0416, 2.5447, 1.6558], [-0.7476, 0.7285, 1.8158], [-3.0524, 0.3881, 2.1720], [-5.3517, 1.2657, 2.6688], [-5.6654, 3.7291, 3.0388], [-3.7349, 5.3060, 2.8701], [-1.4544, 4.4295, 2.2580]], "mulliken_charge": [-0.145, -0.367, 1.074, 0.558, 1.177, 1.085, -0.775, 0.290, 0.412, 0.344, -1.799, 0.321, 0.479, 0.379, -1.586, 0.308, 0.449, -0.069, -1.847, 0.408, 0.302, 0.451, -1.496, 0.335, 0.359, 0.391, -0.827, 0.327, -1.357, -1.058, -0.227, 1.305, -1.642, -1.185, 0.433, 0.304, 0.411, 0.390, 0.406, 0.662, 0.406, 0.365, -1.077, 0.548, 0.438, 0.381, 2.336, 1.272, -1.470, -1.561, 0.722, 0.980, 0.647, 0.701, -1.568, 0.433, 0.569, 0.556, -1.381, 0.528, 0.174, 0.554, -1.324, 0.274, 0.562, 0.479, -2.566, 0.255, 0.641, 0.713, -1.043, 0.608, -0.283, -0.417, -0.550, -0.668, -0.298, 0.457, -0.111, 0.006, 0.419, 0.436, 0.411, 0.464], "total_charge": 2, "homo_lumo_gap_ev": [5.51, 6.19], "spin_multiplicity": 4}



{"formula": "C31H51AsIrN5O4SSe", "method": "ωB97M-V with the def2-TZVPD basis set", "elements": ["Ir", "C", "N", "C", "C", "C", "N", "C", "C", "H", "H", "H", "H", "H", "H", "H", "H", "H", "H", "H", "H", "H", "H", "H", "H", "O", "S", "O", "N", "C", "O", "C", "C", "C", "C", "C", "C", "H", "H", "H", "H", "C", "C", "C", "C", "N", "C", "Se", "N", "C", "C", "C", "C", "C", "C", "C", "C", "C", "C", "H", "H", "H", "H", "H", "H", "H", "H", "H", "H", "H", "H", "H", "H", "H", "H", "H", "H", "H", "H", "H", "H", "C", "As", "C", "C", "O", "H", "H", "H", "H", "H", "H", "H", "H", "H"], "xyz": [[1.4629, 0.0595, -0.4428], [-0.7279, 1.8266, -1.5205], [0.6966, 1.5127, -1.8048], [1.4548, 2.7914, -1.7448], [0.7755, 0.9610, -3.1972], [0.6280, -0.5405, -3.1374], [1.6674, -1.0874, -2.2202], [1.4466, -2.5519, -2.0365], [2.9913, -0.9773, -2.9116], [-1.0749, 2.5999, -2.2084], [-0.8178, 2.1879, -0.4967], [-1.3346, 0.9374, -1.6597], [1.0913, 3.4664, -2.5211], [2.5149, 2.5975, -1.9059], [1.3060, 3.2413, -0.7682], [1.7296, 1.2370, -3.6374], [-0.0032, 1.4212, -3.8066], [0.7526, -0.9851, -4.1270], [-0.3438, -0.8369, -2.7469], [1.4774, -3.0368, -3.0133], [0.4835, -2.7276, -1.5662], [2.2397, -2.9601, -1.4154], [2.8833, -1.4176, -3.9042], [3.7343, -1.5245, -2.3606], [3.3159, 0.0515, -3.0036], [5.7358, 0.1996, -1.6713], [5.3757, 0.2617, -0.2960], [5.6917, 1.4158, 0.4840], [3.6915, 0.0086, -0.1118], [3.4755, -1.0955, 0.5840], [2.2331, -1.3546, 0.8026], [4.6369, -1.8619, 1.0150], [4.7077, -3.0402, 1.7393], [5.9716, -3.5512, 2.0120], [7.1211, -2.8994, 1.5748], [7.0540, -1.7114, 0.8465], [5.7965, -1.2223, 0.5787], [3.8146, -3.5472, 2.0787], [6.0660, -4.4707, 2.5729], [8.0897, -3.3232, 1.8034], [7.9487, -1.2071, 0.5069], [-4.0301, 0.7075, 4.3373], [-2.9279, -0.1411, 3.7161], [-1.8544, 0.6674, 2.9894], [-2.2959, 1.3334, 1.6846], [-2.9303, 0.4007, 0.7375], [-2.3268, -0.5653, 0.0298], [-0.5178, -1.1039, 0.3502], [-3.2588, -1.2853, -0.6268], [-3.0339, -2.4187, -1.5453], [-3.6886, -2.2912, -2.9228], [-3.3040, -1.1083, -3.8093], [-3.9788, 0.2151, -3.4544], [-4.5100, -0.7710, -0.3141], [-5.7996, -1.1925, -0.6540], [-6.8392, -0.4291, -0.1813], [-6.6195, 0.7258, 0.5980], [-5.3564, 1.1216, 0.9645], [-4.2977, 0.3310, 0.5088], [-4.7170, 0.0867, 4.9099], [-4.6251, 1.2354, 3.5933], [-3.6125, 1.4499, 5.0194], [-3.3528, -0.8929, 3.0411], [-2.4335, -0.7090, 4.5058], [-0.9809, 0.0389, 2.7942], [-1.5180, 1.4768, 3.6441], [-1.4537, 1.8065, 1.1762], [-3.0368, 2.1048, 1.8809], [-3.4048, -3.3183, -1.0521], [-1.9508, -2.5190, -1.6328], [-4.7732, -2.3022, -2.8243], [-3.4382, -3.2280, -3.4265], [-3.5864, -1.3654, -4.8314], [-2.2171, -0.9953, -3.8375], [-5.0623, 0.0935, -3.4176], [-3.7694, 0.9717, -4.2110], [-3.6683, 0.6185, -2.4871], [-5.9830, -2.0828, -1.2352], [-7.8560, -0.7173, -0.4096], [-7.4727, 1.3031, 0.9265], [-5.2055, 2.0013, 1.5718], [3.4232, 3.4616, 1.6237], [2.3483, 2.0422, 2.3019], [1.0148, 2.7009, 3.4916], [3.4623, 0.8016, 3.2234], [1.4212, 1.4395, 0.9702], [3.9087, 3.9499, 2.4699], [2.8008, 4.1837, 1.1002], [4.1872, 3.0490, 0.9652], [1.4933, 3.3027, 4.2647], [0.5017, 1.8589, 3.9506], [0.3173, 3.3178, 2.9295], [4.0107, 1.3919, 3.9604], [4.1785, 0.3485, 2.5451], [2.8603, 0.0522, 3.7341]], "mulliken_charge": [2.968, -0.874, -0.129, -0.981, -0.928, 0.045, -0.486, -0.717, -1.094, 0.564, 0.068, 0.101, 0.445, 0.380, 0.163, 0.489, 0.548, 0.650, -0.629, 0.493, 0.116, 0.245, 0.397, 0.397, 0.420, -0.628, 0.987, -0.672, -0.718, 0.564, -0.910, 0.497, -0.588, -0.797, -0.611, -0.893, 0.492, 0.579, 0.477, 0.481, 0.554, -1.212, -0.768, -0.011, -0.178, 0.964, -0.834, -0.149, 0.762, -0.184, -0.685, 0.074, -1.042, 0.812, -1.032, -0.859, -1.050, -1.103, 1.229, 0.409, 0.178, 0.368, 0.231, 0.496, -0.099, 0.588, -0.914, 0.569, 0.302, -0.127, 0.278, 0.510, 0.473, -0.251, 0.360, 0.409, 0.046, 0.504, 0.476, 0.457, 0.606, -1.093, 0.642, -1.163, -0.933, -0.122, 0.468, 0.410, 0.302, 0.575, 0.289, 0.394, 0.569, 0.191, 0.404], "total_charge": 3, "homo_lumo_gap_ev": [7.03, 5.26], "de_lowest_kcal_mol": 19.5, "spin_multiplicity": 2}



Which F_max belongs to each record? In order, 0.166; 0.128; 0.012 Eh/bohr.